Record 1
Molecular formula: C17H26FNO3
Method: DFT, ωB97M-V/def2-TZVPD

Cartesian coordinates (Å):
C1 -2.6181 -2.2711 2.2380
C2 -2.3675 -3.1902 1.0491
C3 -2.6410 -2.4819 -0.2858
C4 -1.6662 -1.3354 -0.4416
O1 -0.4859 -1.5198 -0.6223
C5 -2.2464 0.0352 -0.3352
C6 -3.3550 0.3928 -1.0894
C7 -3.8301 1.6882 -1.0241
C8 -3.2355 2.6381 -0.2148
C9 -2.1389 2.2838 0.5487
C10 -1.6296 0.9881 0.4993
O2 -0.6055 0.5282 1.2516
C11 0.2462 1.4208 1.9359
C12 1.1435 2.2895 1.0156
O3 2.3358 2.5835 1.6943
H1 2.9084 1.8120 1.5574
C13 1.4683 1.5730 -0.3055
N1 2.1602 0.3398 0.0186
H2 1.4619 -0.3529 0.2768
C14 3.0203 -0.2487 -1.0103
C15 3.4095 -1.6370 -0.4939
H3 4.1251 -2.1069 -1.1633
H4 2.5276 -2.2699 -0.4281
H5 3.8553 -1.5565 0.4945
C16 4.2848 0.6041 -1.1618
H6 4.7636 0.7365 -0.1945
H7 4.0583 1.5849 -1.5719
H8 4.9842 0.1127 -1.8330
C17 2.3090 -0.3979 -2.3627
H9 1.3707 -0.9309 -2.2241
H10 2.0964 0.5742 -2.8024
H11 2.9308 -0.9589 -3.0559
H12 0.5496 1.4300 -0.8940
H13 2.1330 2.2293 -0.8712
H14 0.6604 3.2497 0.8049
H15 -0.3160 2.0546 2.6313
H16 0.8996 0.7683 2.5209
H17 -1.6799 3.0260 1.1807
H18 -3.6292 3.6415 -0.1857
F1 -4.8996 2.0329 -1.7728
H19 -3.8274 -0.3149 -1.7524
H20 -3.6709 -2.1290 -0.3094
H21 -2.4766 -3.1910 -1.0998
H22 -1.3301 -3.5289 1.0607
H23 -3.0129 -4.0683 1.1187
H24 -1.9261 -1.4323 2.2238
H25 -2.4800 -2.8140 3.1700
H26 -3.6342 -1.8813 2.2152

F_max = 0.014 Eh/bohr
E_LUMO = 0.29 eV
HOMO level = -8.75 eV
ΔE to the lowest compared entry with this formula, charge and spin = 3.58 kJ/mol
Electronic energy = -1043.71581 hartree
SMILES string = CCCC(=O)c1cc(F)ccc1OC[C@@H](O)CNC(C)(C)C
Gap between HOMO and LUMO = 0.3325 hartree

***

Record 2
Molecular formula: C17H26N2O5S2
Method: DFT, ωB97M-V/def2-TZVPD

Cartesian coordinates (Å):
C1 2.5159 4.0778 -2.9009
H1 2.5565 4.8240 -3.6920
H2 3.4073 4.1830 -2.2888
H3 1.6447 4.2724 -2.2828
C2 2.4144 2.6907 -3.5297
C3 2.3254 1.5585 -2.5214
O1 1.8495 0.4853 -2.7963
C4 3.0366 1.7270 -1.1706
N1 2.3479 2.6812 -0.3331
S1 0.7023 2.4997 -0.1453
O2 0.1294 2.4478 -1.4538
O3 0.3010 3.5399 0.7519
C5 0.4938 0.9155 0.6714
C6 0.4348 -0.2444 -0.0781
C7 0.3155 -1.4589 0.5834
C8 0.2524 -1.4723 1.9628
C9 0.3104 -0.3103 2.7103
C10 0.4365 0.9029 2.0539
H4 0.4734 1.8417 2.5840
H5 0.2639 -0.3781 3.7850
S2 0.0638 -3.0249 2.8355
O4 0.9295 -3.0184 3.9776
O5 0.1674 -4.1009 1.8915
N2 -1.4934 -2.8777 3.4186
H6 -1.5460 -3.2653 4.3482
C11 -2.5505 -3.3270 2.5290
H7 -2.1781 -4.1827 1.9517
C12 -3.8233 -3.7207 3.2842
H8 -3.7966 -4.7524 3.6311
C13 -4.9303 -3.4587 2.2695
H9 -5.9169 -3.4173 2.7278
C14 -4.5135 -2.1258 1.6500
H10 -4.9697 -1.9620 0.6755
C15 -2.9808 -2.1978 1.5663
H11 -2.5233 -1.2572 1.8698
H12 -2.6523 -2.4183 0.5520
H13 -4.8146 -1.3095 2.3067
H14 -4.9312 -4.2430 1.5117
H15 -3.9478 -3.0608 4.1446
H16 0.2753 -2.3959 0.0511
H17 0.4834 -0.1879 -1.1548
H18 2.8024 2.8804 0.5442
H19 4.0524 2.0903 -1.3499
H20 3.0925 0.7316 -0.7025
C16 1.1848 2.6228 -4.4388
H21 0.2923 2.7904 -3.8424
H22 1.1114 1.6417 -4.9000
H23 1.2475 3.3785 -5.2176
C17 3.6819 2.3971 -4.3542
H24 3.7710 3.1313 -5.1511
H25 3.6256 1.4066 -4.7994
H26 4.5758 2.4501 -3.7359

F_max = 0.017 Eh/bohr
E_LUMO = -0.02 eV
HOMO level = -9.75 eV
ΔE to the lowest compared entry with this formula, charge and spin = 28.01 kJ/mol
Electronic energy = -1945.45648 hartree
SMILES string = CC(C)(C)C(=O)CNS(=O)(=O)c1ccc(S(=O)(=O)NC2CCCC2)cc1
Gap between HOMO and LUMO = 0.3575 hartree

***

Record 3
Molecular formula: C17H26N2OS
Method: DFT, ωB97M-V/def2-TZVPD

Cartesian coordinates (Å):
C1 6.0593 2.1757 -0.1455
C2 5.2784 1.4624 0.9520
C3 5.6774 -0.0040 1.1165
H1 5.2281 -0.3894 2.0348
H2 6.7629 -0.0713 1.2216
C4 5.2355 -0.8967 -0.0525
C5 3.7400 -0.9551 -0.1599
C6 3.0493 -0.1904 -1.0898
C7 1.6688 -0.2135 -1.1632
C8 0.9423 -1.0045 -0.2823
C9 1.6274 -1.7941 0.6392
C10 3.0051 -1.7647 0.6988
H3 3.5187 -2.3817 1.4223
H4 1.0720 -2.4322 1.3140
N1 -0.4566 -1.1135 -0.3142
C11 -1.3858 -0.1646 -0.5996
N2 -2.6836 -0.5407 -0.5294
C12 -3.1141 -1.8113 0.0263
C13 -4.5992 -1.7649 0.3893
C14 -4.9078 -0.4282 1.0534
C15 -4.7359 0.7199 0.0492
C16 -3.7416 0.2993 -1.0454
H5 -4.2672 -0.2608 -1.8271
H6 -3.2869 1.1777 -1.5066
C17 -4.2845 1.9994 0.7798
O1 -3.0736 1.8503 1.4666
H7 -2.3508 1.8353 0.8166
H8 -5.0315 2.2531 1.5384
H9 -4.2291 2.8265 0.0592
H10 -5.6897 0.9427 -0.4384
H11 -5.9192 -0.4261 1.4595
H12 -4.2104 -0.2701 1.8795
H13 -4.8164 -2.5906 1.0683
H14 -5.2210 -1.8932 -0.4979
H15 -2.9191 -2.6321 -0.6798
H16 -2.5563 -2.0008 0.9518
S1 -0.9659 1.4019 -0.9809
H17 -0.7932 -1.9692 0.1042
H18 1.1623 0.3822 -1.9030
H19 3.5968 0.4324 -1.7819
H20 5.6620 -0.5208 -0.9828
H21 5.6275 -1.9030 0.1155
H22 5.4576 1.9767 1.8993
H23 4.2091 1.5242 0.7403
H24 5.7822 3.2267 -0.1816
H25 7.1294 2.1094 0.0421
H26 5.8548 1.7414 -1.1205

F_max = 0.017 Eh/bohr
E_LUMO = 0.58 eV
HOMO level = -8.09 eV
ΔE to the lowest compared entry with this formula, charge and spin = 2.29 kJ/mol
Electronic energy = -1246.33961 hartree
SMILES string = CCCCc1ccc(NC(=S)N2CCC[C@@H](CO)C2)cc1
Gap between HOMO and LUMO = 0.3184 hartree

***

Record 4
Molecular formula: C17H26N4NiOSSe2
Method: DFT, ωB97M-V/def2-TZVPD

Cartesian coordinates (Å):
Ni1 0.3035 -0.6772 0.6359
Se1 2.3864 -2.1993 0.7383
Se2 2.6949 -0.5170 3.0245
C1 0.8534 -0.1987 3.4536
C2 0.4346 -0.1305 4.7987
C3 -0.8919 0.1944 5.1024
C4 -1.7873 0.4872 4.0646
C5 -1.3747 0.2528 2.7668
N1 -0.0749 0.0055 2.4725
C6 2.8180 -0.6356 -0.2290
C7 4.0232 -0.3592 -0.8971
C8 4.1265 0.8237 -1.6364
C9 3.0202 1.6958 -1.7031
C10 1.9012 1.4015 -0.9538
N2 1.7801 0.2158 -0.3542
H1 1.1524 -0.3743 5.5824
H2 -1.2337 0.2582 6.1368
H3 -2.8093 0.8381 4.2374
H4 -2.0498 0.3030 1.9082
H5 4.8380 -1.0899 -0.8749
H6 5.0588 1.0913 -2.1539
H7 3.0617 2.5663 -2.3672
H8 1.0598 2.0944 -0.8952
C11 0.7644 -0.9745 -4.4660
C12 0.5205 -1.9445 -3.3124
O1 -0.5699 -1.5412 -2.4863
H9 1.4746 -1.3416 -5.1980
H10 1.1181 -0.0050 -4.0983
H11 -0.1719 -0.7895 -5.0083
H12 1.4442 -2.0695 -2.7093
H13 0.2732 -2.9399 -3.6517
H14 -0.4619 -0.6021 -2.2405
C13 -0.4155 -4.1802 0.5458
S1 -1.0339 -2.4897 0.8422
C14 -2.5032 -2.5207 -0.1944
H15 -1.1948 -4.8874 0.8135
H16 0.4577 -4.2835 1.2094
H17 -0.0905 -4.2960 -0.4961
H18 -2.1929 -2.4318 -1.2309
H19 -3.1421 -1.6755 0.0551
H20 -3.0936 -3.4198 -0.0200
C15 -1.9907 3.6928 1.1915
N3 -1.7740 3.0020 -0.1212
C16 -2.0085 3.8046 -1.3705
C17 -1.3945 1.7168 -0.1565
N4 -1.0213 0.5844 -0.2745
H21 -1.5362 4.6879 1.1843
H22 -1.4938 3.0903 1.9665
H23 -3.0572 3.7660 1.4181
H24 -1.2712 4.5984 -1.4703
H25 -3.0060 4.2431 -1.3318
H26 -1.9203 3.1596 -2.2470

F_max = 0.081 Eh/bohr
E_LUMO (spin up / spin down) = -8.50 / -8.51 eV
HOMO level (spin up / spin down) = -14.77 / -14.90 eV
ΔE to the lowest compared entry with this formula, charge and spin = 1.08 kJ/mol
Electronic energy = -7666.43463 hartree
Spin multiplicity = 3
<S²> = 2.009
Net charge = +2
Gap between HOMO and LUMO (spin up / spin down) = 0.2304 / 0.2349 hartree

***

Record 5
Molecular formula: C17H26N4S
Method: DFT, ωB97M-V/def2-TZVPD

Cartesian coordinates (Å):
C1 5.8810 -0.3814 -1.5853
H1 6.1619 0.0897 -0.7331
H2 5.9370 0.1715 -2.5010
C2 4.3411 -0.6364 -1.5302
H3 3.9494 -0.8866 -2.6003
H4 4.3633 -1.3559 -0.7415
C3 3.6630 0.6632 -1.0014
C4 3.7304 0.8568 0.2267
H5 3.2656 1.7750 0.5152
H6 3.3655 0.1176 1.0050
H7 4.8890 0.8149 0.5187
C5 3.9601 1.6634 -2.1202
H8 4.8423 2.2532 -1.8432
H9 3.2436 2.5042 -1.7451
H10 3.7965 1.5295 -3.1607
C6 2.1404 0.2139 -1.3086
C7 1.5721 -1.0158 -0.7614
H11 2.3075 -1.9193 -1.1184
H12 1.5194 -1.2624 0.2363
C8 0.2327 -1.5680 -1.1661
C9 -0.7701 -0.4160 -0.9418
N1 -1.6335 -0.5959 -0.0066
N2 -2.2278 -1.7742 0.4716
C10 -3.2370 -1.7291 1.3621
N3 -4.0030 -0.6223 1.1866
C11 -5.0934 -0.0660 2.1744
C12 -5.8600 -0.6879 2.9132
C13 -6.9428 -0.4661 3.5649
C14 -6.9883 1.1023 3.5788
N4 -6.3267 1.8980 2.8756
C15 -5.3388 1.2193 2.0946
H13 -4.7213 2.0497 1.4463
H14 -7.9375 1.5082 4.0538
H15 -7.5543 -0.7931 4.1538
H16 -5.6313 -1.8647 2.9405
H17 -3.4241 0.0647 0.9610
S1 -3.9366 -3.1402 1.6820
H18 -1.7042 -2.5839 0.5087
C16 -0.3575 0.8874 -1.3226
H19 -0.9267 1.5544 -0.9066
C17 1.0342 1.3070 -0.6923
H20 1.5398 2.1607 -1.0700
H21 1.1686 1.2996 0.2072
H22 -0.3765 1.0901 -2.4087
H23 -0.0509 -2.5413 -0.9503
H24 -0.0293 -1.5503 -2.2975
H25 1.8535 0.2362 -2.4123
H26 6.3139 -1.1735 -1.7519

F_max = 0.374 Eh/bohr
E_LUMO = 0.35 eV
HOMO level = -8.14 eV
ΔE to the lowest compared entry with this formula, charge and spin = 1365.85 kJ/mol
Electronic energy = -1280.07100 hartree
SMILES string = CCC(C)(C)C1CCC(=NNC(=S)Nc2cccnc2)CC1
Gap between HOMO and LUMO = 0.3120 hartree

***

Record 6
Molecular formula: C17H26N6O4
Method: DFT, ωB97M-V/def2-TZVPD

Cartesian coordinates (Å):
C1 5.1237 0.3889 0.2600
C2 6.3857 0.2211 1.0899
C3 3.8637 0.1821 1.1290
C4 2.5983 0.5348 0.4146
C5 1.9722 1.7538 0.4049
C6 1.8089 -0.3144 -0.4271
C7 0.7329 0.4443 -0.9246
C8 1.8846 -1.6769 -0.8083
C9 -0.2520 -0.0541 -1.7611
C10 0.9296 -2.2076 -1.6167
C11 -0.1442 -1.4020 -2.1319
C12 -2.5665 -1.9785 0.6717
C13 -2.4774 -3.3555 1.4072
C14 -3.9801 -1.3018 0.7621
C15 -4.1412 -0.0006 -0.0552
C16 -3.3788 1.0655 0.7479
C17 -3.0185 3.6073 0.3226
H1 4.5786 -0.0293 -1.6643
H2 4.8534 -1.3744 -0.7853
H3 5.1418 1.4426 -0.0850
H4 3.9816 0.8144 2.0267
H5 3.8155 -0.8838 1.4717
H6 2.2439 2.6670 0.9442
H7 0.2290 2.4755 -0.5354
H8 2.6698 -2.3088 -0.4403
H9 -1.0933 0.5150 -2.1357
H10 0.9422 -3.2763 -1.9043
H11 -0.8962 -1.8107 -2.8122
H12 7.0571 -0.4624 -0.5797
H13 -2.8137 -2.6210 -1.2922
H14 -1.3722 -1.9673 -0.9384
H15 -1.8502 -1.3732 1.1920
H16 -4.1924 -1.0926 1.8461
H17 -4.7668 -1.9563 0.4787
H18 -3.8093 -0.0891 -1.1629
H19 -5.2038 0.2605 -0.1012
H20 -2.3094 0.9468 0.7179
H21 -3.6667 0.9927 1.7525
H22 -4.7617 2.6548 0.3859
H23 -3.0798 5.3791 0.9876
H24 -1.6285 2.6862 -0.8995
H25 -1.1455 4.3248 -0.2582
H26 -2.0977 -4.0256 -0.3437
N1 5.1795 -0.4252 -0.9561
N2 0.8706 1.7189 -0.4006
N3 -2.2733 -1.9879 -0.7201
N4 -3.7861 2.4029 0.2131
N5 -3.6531 4.6475 0.8004
N6 -1.6928 3.4437 -0.0911
O1 6.4988 0.4887 2.2358
O2 7.4622 -0.2337 0.3683
O3 -2.5018 -3.4026 2.6190
O4 -2.2705 -4.4474 0.5813

F_max = 0.090 Eh/bohr
E_LUMO = 0.18 eV
HOMO level = -8.50 eV
ΔE to the lowest compared entry with this formula, charge and spin = 282.70 kJ/mol
Electronic energy = -1292.88132 hartree
SMILES string = N[C@@H](Cc1c[nH]c2ccccc12)C(=O)O.[H]/N=C(\N)NCCC[C@H](N)C(=O)O
Gap between HOMO and LUMO = 0.3190 hartree

***

Record 7
Molecular formula: C17H27Cl2HfN5S3
Method: DFT, ωB97M-V/def2-TZVPD

Cartesian coordinates (Å):
Hf1 -0.2573 0.4189 0.9242
C1 -1.1761 -1.2573 -2.5459
C2 -2.0747 -0.3777 -1.7426
N1 -2.0567 -0.5961 -0.3214
C3 -2.3794 -1.9753 0.0521
C4 -2.1722 -2.2075 1.5355
N2 -0.8548 -1.6805 1.9840
C5 0.2142 -2.5752 1.6324
C6 1.4513 -2.5522 2.5692
C7 2.3845 -1.3464 2.5185
N3 2.0993 -0.5028 1.3354
C8 2.6868 -1.1271 0.1503
C9 2.2203 -0.3754 -1.1044
N4 0.7329 -0.3800 -1.2109
C10 0.3129 -1.3998 -2.1290
H1 -1.2915 -0.9433 -3.5642
H2 -1.6659 -2.3051 -2.6028
H3 -3.0350 -0.5491 -2.2229
H4 -1.9468 0.7161 -1.9865
H5 -2.7303 -0.0060 0.1669
H6 -1.5963 -2.5890 -0.4570
H7 -3.3618 -2.3022 -0.2845
H8 -2.1787 -3.2743 1.6879
H9 -2.8603 -1.6943 2.1180
H10 -0.9576 -1.5698 3.0402
H11 0.5359 -2.4289 0.5770
H12 -0.2924 -3.6015 1.7034
H13 1.9345 -3.4488 2.3027
H14 1.0386 -2.6779 3.5862
H15 3.4199 -1.7520 2.4996
H16 2.2651 -0.7086 3.4127
H17 2.5064 0.4316 1.4607
H18 2.5207 -2.2056 0.1219
H19 3.7857 -0.9101 0.2947
H20 2.7849 -0.6786 -1.9331
H21 2.6021 0.6645 -1.0823
H22 0.3967 0.5503 -1.5182
H23 0.4088 -2.3666 -1.6594
H24 0.9287 -1.4606 -3.0694
S1 -1.9129 0.0629 5.1927
C11 -1.4031 0.7188 3.7789
S2 -2.3895 1.1461 2.4234
S3 0.3168 1.0731 3.4110
Cl1 2.7148 3.1773 -0.5634
C12 1.2565 3.6714 -1.3286
C13 1.2862 4.8760 -2.0173
C14 0.1315 5.3938 -2.5815
C15 -1.1005 4.7807 -2.3819
C16 -1.0852 3.6201 -1.5875
Cl2 -2.6466 2.9244 -1.1654
C17 0.0773 2.9602 -1.0899
N5 0.0282 1.9580 -0.1933
H25 2.2847 5.3269 -2.0603
H26 0.1029 6.2463 -3.2133
H27 -2.0035 5.1083 -2.8626

F_max = 0.048 Eh/bohr
E_LUMO = 0.07 eV
HOMO level = -7.14 eV
ΔE to the lowest compared entry with this formula, charge and spin = 45.14 kJ/mol
Electronic energy = -3100.81134 hartree
Gap between HOMO and LUMO = 0.2649 hartree

***

Record 8
Molecular formula: C17H27ClNO2
Method: DFT, ωB97M-V/def2-TZVPD

Cartesian coordinates (Å):
C1 -0.4197 3.7486 2.1079
C2 -1.4614 2.9584 1.9321
C3 -1.8276 1.8336 2.8613
C4 -1.3807 0.5135 2.2942
C5 -0.2451 -0.1126 2.7787
C6 0.1732 -1.3266 2.2527
C7 -0.5829 -1.9593 1.2781
C8 -1.7067 -1.3294 0.7662
C9 -2.0902 -0.0760 1.2285
O1 -3.1183 0.6533 0.7186
C10 -3.5610 0.3947 -0.5952
C11 -2.6158 0.9699 -1.6674
H1 -3.0180 0.7026 -2.6487
O2 -1.2905 0.4511 -1.6180
C12 -0.3239 1.2982 -1.0241
C13 1.0539 0.7230 -1.3470
N1 1.0667 -0.7232 -1.0353
H2 0.8320 -0.8696 -0.0344
H3 0.2770 -1.1207 -1.5636
C14 2.3302 -1.5048 -1.3463
C15 2.6325 -1.3910 -2.8343
H4 2.9697 -0.3953 -3.1073
H5 1.7636 -1.6525 -3.4341
H6 3.4299 -2.0820 -3.0915
C16 3.4602 -0.9533 -0.4895
H7 3.7486 0.0494 -0.7908
H8 4.3338 -1.5891 -0.5977
H9 3.1827 -0.9490 0.5622
C17 2.0374 -2.9513 -0.9648
H10 1.1671 -3.3338 -1.4931
H11 1.8830 -3.0460 0.1067
H12 2.8835 -3.5784 -1.2294
H13 1.8122 1.2425 -0.7632
H14 1.2572 0.8449 -2.4112
H15 -0.4633 1.3622 0.0634
H16 -0.3919 2.3125 -1.4370
H17 -2.5879 2.0599 -1.5823
H18 -4.5197 0.9108 -0.6819
H19 -3.7282 -0.6720 -0.7660
H20 -2.2747 -1.8366 0.0040
H21 -0.3205 -2.9480 0.9381
Cl1 1.6503 -2.0605 2.8100
H22 0.3189 0.3501 3.5728
H23 -2.9114 1.8151 2.9843
H24 -1.3566 1.9876 3.8316
H25 -2.1129 3.0829 1.0784
H26 -0.1860 4.5460 1.4234
H27 0.2309 3.6500 2.9611

F_max = 0.015 Eh/bohr
E_LUMO = -2.24 eV
HOMO level = -11.59 eV
ΔE to the lowest compared entry with this formula, charge and spin = 0.00 kJ/mol
Electronic energy = -1329.15923 hartree
Net charge = +1
SMILES string = C=CCc1cc(Cl)ccc1OCCOCC[NH2+]C(C)(C)C
Gap between HOMO and LUMO = 0.3436 hartree

***

Record 9
Molecular formula: C17H27N2O
Method: DFT, ωB97M-V/def2-TZVPD

Cartesian coordinates (Å):
C1 -4.6208 0.8348 -1.5689
C2 -3.9419 1.8804 -0.6887
N1 -2.9953 1.2440 0.2169
C3 -1.7465 1.7076 0.2648
C4 -0.7662 1.2473 1.1534
C5 0.5079 1.8709 1.3706
C6 1.4683 1.0074 2.1504
C7 2.8100 0.9753 1.7491
C8 3.7565 0.2904 2.5087
C9 3.3585 -0.3944 3.6655
C10 2.0115 -0.4102 4.0416
C11 1.0457 0.2576 3.2640
C12 -3.4931 0.1463 1.0440
C13 -4.8170 -0.3262 0.4835
O1 -4.7438 -0.4329 -0.9423
H1 -5.6494 1.1710 -1.7972
H2 -4.0545 0.6718 -2.4992
H3 -3.3847 2.6234 -1.2732
H4 -4.7363 2.3906 -0.1054
H5 -1.5043 2.5086 -0.4360
H6 -0.9131 0.2383 1.5585
H7 0.9386 2.4574 0.5439
H8 3.0936 1.4780 0.8246
H9 4.7893 0.3279 2.2070
H10 4.1149 -0.8839 4.2954
H11 1.7121 -0.9235 4.9571
H12 -0.0134 0.1780 3.5386
H13 -2.7665 -0.6802 1.0956
H14 -3.7083 0.5366 2.0578
H15 -5.0670 -1.3242 0.8652
H16 -5.5998 0.4019 0.7572
C14 2.5532 5.1833 3.0086
C15 1.8998 3.8126 2.8741
N2 0.5373 3.7566 2.3150
C16 -0.5966 3.5639 3.2426
C17 -1.3804 4.7803 3.7632
H17 3.6329 5.0085 2.8161
H18 2.1979 5.8652 2.2080
H19 2.5271 5.7000 3.9841
H20 2.5312 3.3099 2.1286
H21 1.8941 3.1749 3.7767
H22 0.3890 4.6245 1.7628
H23 -1.3392 2.9361 2.7003
H24 -0.2066 2.9359 4.0682
H25 -2.3881 4.3711 3.9532
H26 -1.0108 5.1741 4.7226
H27 -1.4674 5.5825 3.0014

F_max = 0.046 Eh/bohr
E_LUMO = -3.61 eV
HOMO level = -11.44 eV
ΔE to the lowest compared entry with this formula, charge and spin = 374.86 kJ/mol
Electronic energy = -848.40806 hartree
Net charge = +1
Gap between HOMO and LUMO = 0.2880 hartree